Entry from the Open Molecules 2025 dataset: a molecular structure, C18H14ClPSe3TeZn in a non-equilibrium geometry (the ωB97M-V functional and the def2-TZVPD basis).

Output
2S+1: 1
LUMO level, eV: -0.566
DFT total energy, eV: -292455.45689
Energy above the lowest of the compared OMol25 structures with the same formula, charge and spin, kcal per mole: 16.60

CARTESIAN COORDINATES (ANGSTROEM)
1 Zn 7.505 1.441 12.095
2 Cl 5.023 -0.267 13.945
3 C 4.855 1.157 14.914
4 C 4.376 0.844 16.174
5 C 3.861 1.901 16.968
6 C 3.985 3.205 16.478
7 C 4.649 3.476 15.284
8 C 5.211 2.454 14.563
9 P 6.044 2.905 12.983
10 C 4.793 3.055 11.728
11 C 5.269 3.521 10.486
12 C 4.423 4.004 9.536
13 C 3.061 4.006 9.795
14 C 2.558 3.615 11.038
15 C 3.405 3.093 11.975
16 C 6.789 4.496 13.267
17 C 6.303 5.703 12.751
18 C 7.022 6.886 12.786
19 C 8.119 6.897 13.567
20 C 8.689 5.787 14.171
21 C 8.047 4.561 13.997
22 H 4.412 -0.218 16.483
23 H 3.366 1.736 17.916
24 H 3.552 4.049 16.925
25 H 4.676 4.488 14.878
26 H 6.334 3.593 10.368
27 H 4.806 4.314 8.584
28 H 2.381 4.361 9.013
29 H 1.479 3.604 11.178
30 H 2.985 2.652 12.834
31 H 5.443 5.671 12.091
32 H 6.562 7.782 12.402
33 H 8.618 7.821 13.599
34 H 9.560 5.908 14.815
35 H 8.575 3.694 14.401
36 Se 7.273 0.347 9.889
37 Se 9.627 0.679 9.419
38 Te 10.647 1.603 11.874
39 Se 9.067 0.639 13.634

Entry from the Open Molecules 2025 dataset: a molecular structure, C18H14F6IrN3O9S5 in a non-equilibrium geometry (the ωB97M-V functional and the def2-TZVPD basis).

Output
Charge: +1
2S+1: 2
LUMO level (alpha / beta), eV: -4.406 / -5.340
DFT total energy, eV: -115102.78109
Energy above the lowest of the compared OMol25 structures with the same formula, charge and spin, kcal per mole: 0.00

CARTESIAN COORDINATES (ANGSTROEM)
1 Ir 0.490 -0.675 -1.055
2 F 4.443 0.787 0.974
3 C 3.678 1.631 0.305
4 F 2.486 1.710 0.886
5 F 4.229 2.831 0.292
6 S 3.502 1.054 -1.446
7 O 2.702 -0.172 -1.468
8 O 4.828 0.931 -1.925
9 N 2.706 2.215 -2.148
10 S 1.168 2.388 -2.081
11 O 0.656 3.218 -1.048
12 O 0.415 1.103 -2.267
13 C 0.832 3.193 -3.718
14 F 1.647 4.215 -3.886
15 F 0.998 2.315 -4.695
16 F -0.426 3.612 -3.709
17 N -6.534 -0.427 -1.521
18 C -5.638 0.069 -2.386
19 S -6.045 0.934 -3.716
20 C -4.205 -0.187 -2.043
21 C -3.779 -0.481 -0.748
22 C -2.442 -0.685 -0.491
23 N -1.523 -0.615 -1.458
24 C -1.908 -0.331 -2.711
25 C -3.229 -0.117 -3.033
26 H -7.512 -0.277 -1.713
27 H -6.289 -1.063 -0.782
28 H -4.457 -0.516 0.093
29 H -2.088 -0.881 0.511
30 H -1.135 -0.294 -3.464
31 H -3.507 0.112 -4.052
32 C 1.560 -5.214 -2.924
33 O 0.782 -4.717 -1.804
34 C 0.653 -3.442 -1.665
35 S -0.275 -2.782 -0.405
36 S 1.321 -2.226 -2.635
37 H 2.613 -5.008 -2.742
38 H 1.220 -4.743 -3.844
39 H 1.373 -6.281 -2.946
40 O 1.589 -1.168 0.823
41 C 0.879 -0.307 1.433
42 O 0.011 0.321 0.708
43 C 1.024 -0.027 2.852
44 C 1.784 -0.892 3.637
45 C 1.936 -0.673 5.002
46 C 1.304 0.436 5.520
47 O 1.300 0.864 6.799
48 C 0.507 2.057 6.835
49 O 0.057 2.309 5.505
50 C 0.548 1.306 4.732
51 C 0.381 1.102 3.391
52 H 2.262 -1.743 3.172
53 H 2.522 -1.329 5.628
54 H 1.127 2.887 7.174
55 H -0.352 1.893 7.487
56 H -0.191 1.777 2.772

Entry from the Open Molecules 2025 dataset: 2 unconnected molecules or ions with the total composition C18H14FNO in a non-equilibrium geometry (the ωB97M-V functional and the def2-TZVPD basis).

Output
2S+1: 1
LUMO level, eV: -3.029
DFT total energy, eV: -25144.93273
Energy above the lowest of the compared OMol25 structures with the same formula, charge and spin, kcal per mole: 30.13

CARTESIAN COORDINATES (ANGSTROEM)
1 F -2.494 0.427 -4.368
2 C -2.561 0.587 -3.023
3 C -3.457 1.493 -2.475
4 C -3.518 1.664 -1.108
5 C -2.705 0.931 -0.281
6 C -1.808 -0.032 -0.794
7 C -1.042 -0.776 0.141
8 C -0.144 -1.868 0.019
9 C 0.452 -2.354 1.205
10 C 1.283 -3.445 1.194
11 C 1.574 -4.086 0.006
12 C 1.025 -3.624 -1.176
13 C 0.182 -2.541 -1.178
14 C -1.750 -0.158 -2.197
15 H -4.099 2.052 -3.133
16 H -4.210 2.375 -0.687
17 H -2.740 1.094 0.782
18 H -1.191 -0.456 1.159
19 H 0.242 -1.857 2.136
20 H 1.703 -3.814 2.115
21 H 2.216 -4.952 -0.001
22 H 1.252 -4.129 -2.101
23 H -0.242 -2.230 -2.110
24 H -1.047 -0.802 -2.678
25 N 1.019 1.241 1.397
26 C 0.747 2.272 2.268
27 O -0.334 2.336 2.852
28 C 1.724 3.291 2.509
29 C 2.920 3.248 1.875
30 C 3.166 2.202 0.998
31 C 2.197 1.251 0.806
32 H 1.479 4.078 3.200
33 H 3.663 4.008 2.048
34 H 4.108 2.140 0.477
35 H 2.386 0.437 0.123

Entry from the Open Molecules 2025 dataset: a molecular structure, C18H14HfO5P in a non-equilibrium geometry (the ωB97M-V functional and the def2-TZVPD basis).

Output
Charge: +3
2S+1: 1
LUMO level (alpha / beta), eV: -15.028 / -15.018
DFT total energy, eV: -39686.91030

CARTESIAN COORDINATES (ANGSTROEM)
1 O 2.847 -0.078 -6.297
2 C 2.762 0.408 -5.180
3 Hf 0.320 1.728 -1.463
4 O 3.370 1.599 -2.286
5 C 2.263 1.764 -1.968
6 C 0.607 2.815 0.270
7 O 0.765 3.268 1.335
8 C -1.641 2.069 -1.520
9 O -2.819 2.069 -1.568
10 C 0.350 3.726 -2.525
11 O 0.348 4.671 -3.180
12 H 0.099 1.313 -3.091
13 C -1.592 0.778 1.625
14 P -0.387 0.200 0.374
15 C 0.973 -0.089 1.633
16 C 0.680 -0.828 2.762
17 C 1.572 -0.936 3.799
18 C 2.819 -0.301 3.719
19 C 3.116 0.420 2.572
20 C 2.225 0.531 1.553
21 C -1.393 -1.160 -0.387
22 C -0.780 -2.009 -1.365
23 C -1.487 -3.053 -1.883
24 C -2.798 -3.321 -1.508
25 C -3.406 -2.475 -0.572
26 C -2.702 -1.414 -0.050
27 H -1.140 1.567 2.203
28 H -1.892 -0.038 2.325
29 H -2.450 1.153 1.130
30 H -0.305 -1.338 2.871
31 H 1.316 -1.518 4.706
32 H 3.525 -0.380 4.553
33 H 4.116 0.923 2.510
34 H 2.508 1.140 0.646
35 H 0.265 -1.824 -1.662
36 H -1.005 -3.736 -2.622
37 H -3.356 -4.170 -1.912
38 H -4.444 -2.674 -0.252
39 H -3.250 -0.800 0.707